1.
The following is a DFT calculation (ωB97M-V/def2-TZVPD) of a cluster of 4 separate species, C19H45O7P in total.

Structure (XYZ):
```
72
Properties=species:S:1:pos:R:3:forces:R:3
C -1.1213 -0.9543 1.4549 -0.604 0.953 0.327
C -1.9064 0.1363 1.5094 1.004 -0.795 -0.222
C -2.2762 0.9921 0.3233 -0.622 0.084 0.413
P -3.4191 -0.0317 -0.7368 0.821 -1.383 -0.198
C -5.0510 0.0724 0.1392 0.358 0.276 -0.624
O -5.3983 -1.2497 0.4827 -0.004 0.022 0.189
C -6.4290 -1.3922 1.4460 -0.541 -0.288 -0.226
C -7.5723 -0.3816 1.4006 -0.092 0.092 0.784
C -7.4147 0.8037 2.3735 -0.101 0.053 -0.460
H -0.4835 -1.1801 0.6118 -0.367 -0.251 -0.311
H -1.1130 -1.6330 2.2963 0.451 0.131 0.178
H -2.2907 0.4324 2.4784 -0.526 -0.227 -0.066
H -1.4171 1.3191 -0.2566 0.069 0.002 -0.115
H -2.8342 1.8456 0.7054 0.249 0.376 -0.214
H -3.5521 0.6748 -1.9561 -0.345 0.682 0.424
H -4.9561 0.7331 1.0010 -0.074 0.027 0.136
H -5.7731 0.4875 -0.5657 -0.198 0.196 0.132
H -6.8615 -2.3728 1.2522 0.155 -0.164 -0.119
H -6.0261 -1.4483 2.4617 0.220 0.241 0.080
H -7.7967 -0.0468 0.3927 0.164 -0.050 -0.201
H -8.4561 -0.9220 1.7379 -0.134 -0.115 -0.178
H -7.9732 0.6202 3.2860 0.069 -0.016 0.186
H -7.8115 1.7158 1.9328 -0.009 0.138 0.032
H -6.3763 0.9855 2.6358 0.094 0.032 0.064
C -4.2436 -6.1333 5.7142 0.000 -0.053 -0.007
O -4.5836 -6.0301 4.3441 0.010 0.096 0.078
C -5.8986 -5.5471 4.1232 0.133 -0.117 -0.157
C -5.9071 -4.0779 3.7626 -0.175 0.109 0.129
O -5.4580 -3.2636 4.8349 0.124 -0.051 -0.026
C -4.1107 -2.8464 4.6926 -0.046 0.063 0.015
H -3.1656 -6.2717 5.7778 0.001 -0.028 -0.043
H -4.5181 -5.2332 6.2691 -0.008 0.008 -0.003
H -4.7358 -7.0002 6.1689 -0.015 0.028 0.040
H -6.5264 -5.7255 5.0017 -0.008 0.032 0.022
H -6.3159 -6.1161 3.2868 -0.037 0.016 0.010
H -6.9369 -3.7783 3.5419 0.003 -0.031 -0.044
H -5.3041 -3.8992 2.8673 0.025 -0.050 -0.012
H -4.0298 -2.0573 3.9359 0.052 -0.037 -0.032
H -3.4576 -3.6767 4.4158 0.000 -0.007 -0.013
H -3.7875 -2.4462 5.6524 -0.039 0.021 0.008
C 2.1162 1.9007 -0.2649 -0.041 -0.010 0.121
O 1.7722 1.0496 -1.3428 0.078 0.154 0.007
C 1.3692 1.7774 -2.4930 -0.113 -0.301 -0.005
C 2.4760 1.8715 -3.5201 0.020 0.257 -0.077
O 3.5767 2.6273 -3.0443 -0.001 -0.082 0.123
C 4.6554 1.8261 -2.5887 0.012 0.013 -0.087
H 2.6412 1.3106 0.4845 -0.040 -0.080 -0.036
H 2.7649 2.7178 -0.5884 0.004 -0.002 -0.005
H 1.2120 2.3194 0.1925 0.034 0.050 0.019
H 1.0274 2.7772 -2.2078 0.026 0.037 -0.040
H 0.5222 1.2434 -2.9356 -0.003 0.027 -0.029
H 2.0883 2.3863 -4.4049 -0.021 -0.040 -0.011
H 2.7963 0.8706 -3.8247 -0.002 -0.030 0.033
H 5.2018 1.4036 -3.4380 0.038 -0.046 0.048
H 4.3143 1.0186 -1.9371 -0.025 -0.002 -0.006
H 5.3310 2.4691 -2.0282 -0.005 0.038 -0.030
C 11.1376 3.1168 -3.4393 0.051 0.001 -0.019
O 10.6320 3.2406 -4.7557 -0.076 -0.013 0.095
C 9.9651 2.0767 -5.2164 0.089 0.164 -0.145
C 8.4613 2.2114 -5.1184 -0.093 -0.209 0.098
O 8.0241 2.3050 -3.7722 0.098 0.093 0.032
C 7.7380 3.6320 -3.3651 -0.086 -0.044 -0.042
H 11.4063 4.1135 -3.0931 0.015 0.014 -0.047
H 10.3959 2.6937 -2.7581 -0.009 -0.006 -0.004
H 12.0351 2.4885 -3.4291 -0.018 -0.026 0.039
H 10.3031 1.1955 -4.6626 -0.026 -0.014 0.027
H 10.2380 1.9414 -6.2674 -0.013 -0.037 0.003
H 8.0011 1.3154 -5.5469 0.006 0.016 -0.034
H 8.1195 3.0755 -5.6961 0.026 0.033 0.001
H 6.7847 3.9616 -3.7930 0.023 0.074 0.008
H 8.5280 4.3255 -3.6608 0.008 -0.003 -0.009
H 7.6541 3.6344 -2.2793 -0.012 -0.041 0.001
```
Forces are in eV/Å.

multiplicity: 1
charge: 0
E_LUMO: 0.88 eV
SMILES string: C=CCPCOCCC.COCCOC.COCCOC.COCCOC
electronic energy: -1618.72953 Eh
largest force on an atom: 1.6 eV/A

***

2.
The following is a DFT calculation (ωB97M-V/def2-TZVPD) of a structure of composition C19H46AlFNO10.

Structure (XYZ):
```
78
Properties=species:S:1:pos:R:3:forces:R:3
C 5.9367 5.8912 -1.1013 -0.162 0.323 0.317
O 6.4523 4.6035 -1.1007 0.522 -0.508 -0.084
C 5.6781 3.7253 -1.9354 -1.063 0.138 0.401
Al 4.2009 2.7108 -0.9984 0.329 -0.093 0.557
F 3.8611 3.2804 0.5866 0.037 -0.141 -0.521
O 2.6122 3.0175 -1.9607 0.610 -1.292 0.297
C 2.3853 4.2284 -2.0974 -0.565 2.017 -0.220
N 2.1751 5.3718 -2.2077 -0.007 -0.501 -0.069
H 4.8590 5.9022 -0.9466 -0.304 -0.038 -0.011
H 6.1505 6.4404 -2.0218 0.035 -0.036 -0.345
H 6.3826 6.4288 -0.2768 0.195 0.183 0.282
H 5.2181 4.3326 -2.7171 0.054 0.045 -0.454
H 6.3255 3.0037 -2.4178 0.479 -0.093 -0.122
H 4.4558 1.1280 -1.0290 -0.186 -0.042 -0.021
C -1.8807 3.1632 0.7364 -0.030 0.060 -0.058
O -1.7675 2.9831 -0.6602 0.001 -0.133 0.132
C -0.4627 2.5612 -1.0585 -0.196 0.133 -0.231
C -0.4276 1.0811 -1.3519 0.320 -0.089 0.119
O -0.6446 0.3002 -0.1803 -0.187 0.054 -0.005
C -1.9609 -0.2009 -0.0888 0.064 -0.056 -0.029
H -2.9392 3.2777 0.9723 -0.011 0.032 -0.043
H -1.4888 2.3047 1.2879 0.033 0.008 0.015
H -1.3495 4.0681 1.0510 0.031 -0.037 0.066
H 0.2777 2.8202 -0.2990 0.031 -0.019 0.017
H -0.2104 3.1080 -1.9697 0.050 0.018 0.021
H 0.5647 0.8262 -1.7325 0.008 0.038 -0.007
H -1.1638 0.8269 -2.1217 -0.049 0.012 0.013
H -2.1116 -1.0147 -0.8090 -0.111 0.013 0.004
H -2.7049 0.5826 -0.2619 -0.008 -0.004 -0.022
H -2.0992 -0.5960 0.9177 0.055 -0.027 0.005
C -5.9896 -4.6333 -0.1424 -0.071 -0.078 0.020
O -6.5568 -3.8245 -1.1567 0.097 -0.031 0.083
C -6.0410 -2.5020 -1.1616 -0.272 -0.058 -0.205
C -5.0028 -2.3204 -2.2445 0.304 0.229 0.177
O -3.8411 -3.0945 -1.9842 -0.132 -0.133 -0.070
C -3.7819 -4.2789 -2.7569 0.071 0.023 0.022
H -6.2680 -5.6668 -0.3414 -0.030 0.007 -0.043
H -4.8994 -4.5631 -0.1351 0.004 0.018 0.028
H -6.3815 -4.3445 0.8400 0.075 0.006 0.026
H -5.6199 -2.2467 -0.1852 0.055 -0.002 0.008
H -6.8801 -1.8264 -1.3554 0.029 0.030 0.005
H -4.6939 -1.2705 -2.2653 -0.024 0.008 -0.016
H -5.4207 -2.5684 -3.2244 -0.051 -0.041 0.006
H -3.5398 -4.0443 -3.7994 -0.037 -0.046 -0.020
H -4.7221 -4.8347 -2.7170 -0.008 0.000 -0.010
H -2.9888 -4.9022 -2.3458 0.037 0.040 0.010
C 4.6848 7.2401 5.1052 0.015 0.038 0.033
O 6.0964 7.3570 5.1365 -0.104 -0.019 -0.072
C 6.7478 6.3755 4.3397 0.184 0.132 0.221
C 7.2048 6.9422 3.0156 -0.067 -0.267 -0.249
O 6.1056 7.2991 2.1983 -0.020 0.191 0.145
C 5.8475 8.6879 2.1812 -0.023 -0.046 -0.075
H 4.2682 8.1383 5.5597 0.045 0.005 0.043
H 4.3091 7.1559 4.0834 -0.001 -0.041 -0.003
H 4.3592 6.3688 5.6837 -0.048 -0.017 -0.050
H 6.0932 5.5159 4.1760 -0.026 -0.005 -0.064
H 7.6238 6.0331 4.9005 0.001 -0.021 -0.022
H 7.7673 6.1704 2.4807 0.019 0.000 0.015
H 7.8688 7.7988 3.1711 -0.014 0.029 0.060
H 6.6097 9.2127 1.5928 -0.003 0.057 0.046
H 5.8161 9.1066 3.1908 0.026 0.015 0.006
H 4.8781 8.8364 1.7084 0.011 -0.044 -0.050
C -4.1780 -10.9487 0.3670 0.048 -0.027 -0.001
O -3.1627 -10.5697 -0.5433 -0.119 0.050 0.060
C -3.6659 -9.9361 -1.7095 0.303 -0.114 -0.005
C -3.5016 -8.4345 -1.6462 -0.317 0.132 -0.140
O -4.3122 -7.8607 -0.6328 0.119 -0.086 0.149
C -3.5781 -7.5360 0.5367 -0.047 0.098 -0.041
H -3.6964 -11.2286 1.3024 0.049 -0.028 -0.025
H -4.8725 -10.1281 0.5617 -0.022 -0.002 -0.019
H -4.7333 -11.8125 -0.0153 -0.059 0.027 0.023
H -4.7162 -10.1974 -1.8673 -0.041 0.037 0.013
H -3.0910 -10.3189 -2.5585 -0.025 0.021 -0.025
H -3.8254 -8.0058 -2.6002 0.038 -0.012 -0.019
H -2.4509 -8.1704 -1.4975 0.032 -0.038 0.025
H -2.9523 -6.6554 0.3566 0.060 -0.026 0.061
H -2.9509 -8.3684 0.8629 0.022 0.001 -0.013
H -4.2896 -7.3027 1.3274 -0.059 0.025 -0.053
```
Forces are in eV/Å.

multiplicity: 1
charge: -1
E_LUMO: 1.96 eV
electronic energy: -1900.96006 Eh
largest force on an atom: 2.1 eV/A

***

3.
The following is a DFT calculation (ωB97M-V/def2-TZVPD) of a structure of composition C19H46CrN3OSSi3.

Structure (XYZ):
```
74
Properties=species:S:1:pos:R:3:forces:R:3
Cr -0.2221 -0.8632 0.3578 0.261 0.461 -0.010
C 0.1127 -3.8720 -0.2546 0.033 -0.001 -0.084
C 1.1664 -3.1251 -1.0447 0.006 -0.005 0.023
N 1.5485 -1.8802 -0.3362 -0.045 -0.050 -0.062
C 2.5948 -2.0627 0.7010 0.025 0.047 -0.068
C 2.0737 -2.5724 2.0279 0.034 -0.035 0.101
S 0.5274 -1.7219 2.4879 -0.099 -0.011 0.020
C -0.6294 -3.1377 2.6502 0.029 -0.030 0.102
C -1.5574 -3.3712 1.4547 -0.087 0.082 -0.048
N -0.9466 -2.9221 0.1787 0.019 0.009 -0.186
H 0.5372 -4.3246 0.6382 0.042 -0.002 -0.024
H -0.3182 -4.6859 -0.8413 0.041 0.034 -0.006
H 0.7622 -2.8399 -2.0156 -0.005 -0.019 0.010
H 2.0416 -3.7562 -1.2230 -0.050 -0.011 0.010
H 1.9808 -1.2690 -1.0248 0.034 -0.044 0.062
H 3.0400 -1.0806 0.8344 0.015 -0.002 0.023
H 3.3695 -2.7417 0.3303 0.008 0.043 0.039
H 2.8026 -2.3648 2.8111 -0.022 -0.012 -0.027
H 1.8837 -3.6430 2.0420 0.018 0.019 -0.015
H -1.2203 -2.9762 3.5512 0.033 0.051 -0.032
H 0.0019 -4.0019 2.8520 -0.026 0.024 0.016
H -2.4844 -2.8238 1.5868 -0.001 -0.014 0.005
H -1.8165 -4.4339 1.4027 0.063 0.061 -0.013
H -1.6837 -2.9298 -0.5247 0.024 0.018 0.001
C 4.4634 0.9531 -0.6086 0.153 -0.045 0.052
O 3.0832 0.6303 -0.4812 -0.295 -0.028 -0.036
Si 1.9070 1.1814 -1.5175 0.063 0.133 -0.195
C 2.1787 2.9741 -1.9735 0.053 -0.122 -0.051
C 2.1451 0.2601 -3.1391 0.080 0.086 0.092
C 0.2707 0.8082 -0.5979 -0.052 -0.438 0.038
Si 0.1887 2.2292 0.7631 -0.027 0.037 0.212
C 1.8908 2.6426 1.4360 -0.133 -0.042 -0.035
C -0.6431 3.7212 -0.0133 0.118 -0.112 -0.022
C -0.7771 1.9253 2.3608 0.098 0.051 -0.073
Si -1.0915 0.7754 -1.9936 -0.397 -0.036 0.037
C -2.8928 0.7079 -1.4345 0.166 0.103 -0.164
C -1.0560 2.2950 -3.0835 0.181 -0.094 -0.019
C -0.8933 -0.7879 -3.0400 -0.053 -0.051 0.166
H 4.6107 2.0198 -0.7696 0.018 0.061 0.002
H 4.9173 0.4018 -1.4330 0.041 0.003 -0.028
H 4.9621 0.6788 0.3204 0.018 -0.014 -0.029
H 3.2397 3.1065 -2.1931 0.087 -0.016 0.003
H 1.9111 3.7172 -1.2323 -0.014 0.049 0.102
H 1.6583 3.2178 -2.8983 0.018 0.021 0.014
H 3.1361 0.5733 -3.4809 0.032 0.009 -0.050
H 1.4400 0.5709 -3.9090 -0.044 0.030 -0.032
H 2.1572 -0.8307 -3.1308 0.010 -0.027 0.098
H 2.6642 2.9210 0.7302 0.027 0.019 -0.094
H 2.2790 1.8257 2.0466 -0.010 -0.048 0.016
H 1.7296 3.4951 2.0999 0.033 0.040 0.053
H -0.2147 4.0185 -0.9667 0.007 0.023 -0.005
H -0.5369 4.5649 0.6714 0.028 0.002 0.087
H -1.7105 3.5609 -0.1582 -0.100 -0.058 -0.011
H -0.5980 0.9909 2.8875 0.040 -0.071 0.003
H -1.8473 2.0630 2.2331 -0.086 -0.006 -0.053
H -0.4343 2.7196 3.0278 0.008 0.067 0.006
H -3.1650 1.4933 -0.7324 -0.011 0.089 0.112
H -3.2315 -0.2494 -1.0512 0.023 -0.128 0.058
H -3.4618 0.8899 -2.3486 -0.074 0.043 -0.050
H -1.4923 3.1492 -2.5712 -0.024 0.036 0.007
H -1.6955 2.0587 -3.9362 -0.057 -0.011 -0.036
H -0.0881 2.5911 -3.4779 -0.044 -0.057 -0.024
H -1.6085 -1.5535 -2.7268 -0.014 -0.053 0.029
H 0.0976 -1.2270 -3.0678 0.018 0.026 0.008
H -1.1484 -0.5512 -4.0733 -0.066 0.052 -0.073
C -4.2040 0.7591 3.6691 -0.068 0.049 0.071
C -4.3317 0.1014 2.2948 0.041 -0.065 -0.127
C -3.0404 -0.2039 1.6937 0.332 -0.097 -0.217
N -2.0291 -0.4466 1.2052 -0.447 -0.068 0.220
H -5.2020 0.8982 4.0784 0.012 0.014 0.016
H -3.7234 1.7322 3.5997 0.002 -0.004 0.008
H -3.6359 0.1345 4.3553 0.003 -0.011 0.016
H -4.8610 0.7360 1.5792 -0.031 0.016 0.033
H -4.8808 -0.8430 2.3459 -0.017 0.032 0.025
```
Forces are in eV/Å.

multiplicity: 2
charge: +2
E_LUMO (spin up / spin down): -7.38 / -6.36 eV
electronic energy: -3301.77856 Eh
largest force on an atom: 0.5 eV/A
<S²>: 1.01